Run a
Molecular formula: C11H17N4
Method: DFT, ωB97M-V with the def2-TZVPD basis set

Calculated values
E_HOMO, eV: -11.0

```
! RIJCOSX wB97M-V def2-TZVPD def2/J DEFGRID3
* xyz 1 1
C 2.163 -1.744 -1.689
C 0.518 -2.514 -0.032
N -0.040 -3.470 -0.805
N 1.429 -1.654 -0.419
N 0.468 -2.823 1.288
H 0.227 -3.459 -1.782
H -0.654 -4.196 -0.489
H 1.475 -0.743 0.052
H 0.961 -2.317 2.012
H -0.225 -3.390 1.775
H 2.852 -2.628 -1.756
H 2.814 -0.797 -1.546
H 1.573 -1.547 -2.592
C -1.299 0.098 2.454
C -0.940 1.634 0.457
C -0.379 0.939 1.601
C 0.104 1.955 -0.425
C 0.982 0.896 1.490
C -2.214 2.072 0.161
C -2.323 2.792 -1.054
C -1.284 3.106 -1.916
C -0.005 2.546 -1.666
N 1.276 1.447 0.196
H -3.117 1.884 0.757
H -3.369 3.157 -1.133
H -1.464 3.778 -2.759
H -1.513 -0.939 2.066
H -2.290 0.468 2.654
H 1.892 0.805 2.026
H 2.107 2.026 0.051
H 0.854 2.806 -2.217
H -0.580 -0.189 3.237
*
```

Löwdin population analysis, charges in e, atoms 1 to 5: -0.04, -0.41, 0.21, 0.03, 0.19

Run b
Molecular formula: C11H17N4
Method: DFT, ωB97M-V with the def2-TZVPD basis set

Calculated values
E_HOMO, eV: -10.8

```
! RIJCOSX wB97M-V def2-TZVPD def2/J DEFGRID3
* xyz 1 1
C 1.730 -2.394 -0.586
C -1.736 -1.124 -0.095
C -0.346 -0.956 -0.580
C 0.392 -2.029 -0.126
C -0.435 -2.754 0.724
C -2.697 -0.210 -0.616
C -2.403 0.686 -1.680
C -0.145 -0.110 -1.720
C -1.091 0.802 -2.189
N -1.784 -2.158 0.817
H -2.625 -2.655 1.052
H -3.782 -0.387 -0.445
H -0.133 -3.651 1.357
H -3.216 1.429 -2.012
H 0.774 -0.467 -2.307
H 1.809 -2.322 -1.755
H 1.926 -3.433 -0.323
H -0.826 1.661 -2.697
H 2.643 -1.798 -0.122
C 3.180 1.373 0.407
C 0.961 1.967 1.265
N 1.985 1.097 1.222
N 0.837 2.968 0.367
N -0.170 1.693 2.065
H 1.610 0.158 1.112
H 1.508 3.237 -0.364
H 0.256 3.731 0.426
H -0.086 0.853 2.572
H -0.874 2.358 2.326
H 3.094 2.437 0.373
H 3.427 0.898 -0.505
H 3.954 1.252 1.189
*
```

Löwdin population analysis, charges in e, atoms 1 to 5: -0.06, -0.20, -0.19, -0.34, 0.01

Run c
Molecular formula: C11H17N4
Method: DFT, ωB97M-V with the def2-TZVPD basis set

Calculated values
E_HOMO, eV: -10.8

```
! RIJCOSX wB97M-V def2-TZVPD def2/J DEFGRID3
* xyz 1 1
C 2.441 -1.276 -1.016
C 0.381 -2.006 -2.055
N -0.173 -0.860 -1.707
N 1.645 -2.238 -1.758
N -0.319 -2.835 -2.833
H 0.167 -0.251 -0.978
H -0.945 -0.428 -2.190
H 2.069 -3.140 -1.893
H -0.119 -3.807 -3.004
H -1.283 -2.628 -3.042
H 2.420 -0.268 -1.444
H 3.487 -1.518 -1.223
H 2.324 -1.286 0.062
C -2.457 -0.721 2.263
C -0.889 0.974 1.039
C -1.184 0.011 2.061
C 0.445 1.387 1.208
C -0.058 -0.087 2.850
C -1.615 1.340 -0.134
C -0.923 2.222 -0.927
C 0.389 2.740 -0.746
C 1.069 2.359 0.401
N 0.906 0.777 2.352
H -2.628 0.981 -0.242
H -1.498 2.718 -1.706
H 0.744 3.546 -1.370
H -2.229 -1.649 2.795
H -3.081 -1.094 1.445
H 0.304 -0.713 3.651
H 1.760 0.991 2.828
H 1.816 3.040 0.781
H -3.216 -0.163 2.813
*
```

Löwdin population analysis, charges in e, atoms 1 to 5: -0.04, -0.44, 0.23, 0.06, 0.20

Most stable pick: run c. Distance to second place: 0.0476 hartree.

Run a
Molecular formula: C7H6N4
Method: DFT, ωB97M-V with the def2-TZVPD basis set

Calculated values
E_HOMO, eV: -9.5
SMILES string: Cc1nccc2nncnc12

```
! RIJCOSX wB97M-V def2-TZVPD def2/J DEFGRID3
* xyz 0 1
C -2.566 -0.821 0.657
C -1.102 -1.000 0.582
N -0.396 -1.870 1.233
C 1.002 -1.855 1.040
C 1.674 -0.950 0.334
C 1.006 0.012 -0.374
N 1.707 1.128 -0.842
N 1.055 2.117 -1.236
C -0.255 2.099 -0.992
N -1.042 1.198 -0.447
C -0.409 0.057 -0.210
H -3.005 -1.804 0.444
H -2.928 -0.061 -0.128
H -2.783 -0.763 1.767
H 1.375 -2.568 1.648
H 2.722 -1.102 0.405
H -0.751 3.041 -1.309
*
```

Löwdin population analysis, charges in e, atoms 1 to 5: -0.04, -0.29, 0.13, -0.09, -0.04

Run b
Molecular formula: C7H6N4
Method: DFT, ωB97M-V with the def2-TZVPD basis set

Calculated values
E_HOMO, eV: -8.8
SMILES string: Cc1nnc2ncccc2n1

```
! RIJCOSX wB97M-V def2-TZVPD def2/J DEFGRID3
* xyz 0 1
C 3.296 0.121 -0.011
C 1.778 0.049 0.150
N 1.556 -1.336 0.261
N 0.429 -1.640 0.008
C -0.659 -0.866 -0.005
N -1.825 -1.599 -0.111
C -2.856 -0.776 0.009
C -2.719 0.617 0.216
C -1.566 1.314 0.066
C -0.474 0.483 -0.025
N 0.799 0.963 -0.156
H 3.793 1.087 -0.679
H 3.564 -0.633 -0.753
H 3.821 0.080 1.025
H -3.802 -1.342 -0.209
H -3.742 0.993 0.008
H -1.393 2.482 0.207
*
```

Löwdin population analysis, charges in e, atoms 1 to 5: -0.07, -0.29, 0.06, 0.06, -0.29

Most stable pick: run a. Distance to second place: 0.0523 hartree.

Run a
Molecular formula: C2H5S
Method: DFT, ωB97M-V with the def2-TZVPD basis set

Calculated values
E_HOMO, eV: -2.4

```
! RIJCOSX wB97M-V def2-TZVPD def2/J DEFGRID3
* xyz -1 1
S 2.443 -0.413 0.883
H 2.784 -0.217 2.159
C -1.186 -0.428 -0.188
C -0.572 0.579 -0.867
H -0.577 -0.991 0.503
H -2.209 -0.522 -0.152
H -1.146 1.481 -1.323
H 0.463 0.511 -1.016
*
```

Löwdin population analysis, charges in e, atoms 1 to 5: -0.30, -0.51, -0.10, -0.10, 0.00

Run b
Molecular formula: C2H5S
Method: DFT, ωB97M-V with the def2-TZVPD basis set

Calculated values
E_HOMO, eV: -2.2

```
! RIJCOSX wB97M-V def2-TZVPD def2/J DEFGRID3
* xyz -1 1
S -2.988 0.173 3.402
H -1.957 0.869 3.929
C 0.460 0.332 -1.420
C 1.011 -0.721 -0.815
H 0.715 1.369 -1.256
H 0.053 0.094 -2.399
H 1.771 -0.481 -0.084
H 0.936 -1.634 -1.356
*
```

Löwdin population analysis, charges in e, atoms 1 to 5: -0.48, -0.52, -0.08, -0.07, 0.04

Most stable pick: run a. Distance to second place: 0.0063 hartree.

Run a
Molecular formula: C6H14
Method: DFT, ωB97M-V with the def2-TZVPD basis set

Calculated values
E_HOMO (spin up / spin down), eV: -14.7 / -14.7

```
! RIJCOSX wB97M-V def2-TZVPD def2/J DEFGRID3
* xyz 1 2
C -0.474 -1.748 -1.779
C 0.802 -1.346 -1.030
C 0.841 -1.737 0.436
H -0.604 -2.826 -1.816
H -0.582 -1.252 -2.742
H -1.347 -1.357 -1.222
H 0.965 -0.258 -1.124
H 1.602 -1.759 -1.654
H 1.742 -1.259 0.816
H -0.095 -1.350 0.863
H 0.785 -2.812 0.589
C 0.419 2.564 1.471
C -0.581 2.114 0.432
C -1.489 1.104 0.638
H 0.243 2.036 2.406
H 1.398 2.322 1.048
H 0.304 3.646 1.602
H -0.161 2.431 -0.523
H -2.260 0.794 -0.055
H -1.507 0.690 1.641
*
```

Löwdin population analysis, charges in e, atoms 1 to 5: -0.11, -0.34, -0.10, 0.08, 0.07

Run b
Molecular formula: C6H14
Method: DFT, ωB97M-V with the def2-TZVPD basis set

Calculated values
E_HOMO (spin up / spin down), eV: -13.3 / -15.9

```
! RIJCOSX wB97M-V def2-TZVPD def2/J DEFGRID3
* xyz 1 2
C -1.706 0.100 -1.852
C -0.261 -0.399 -1.699
C -0.252 -0.666 -0.207
C -0.181 0.377 0.838
C 1.004 0.122 1.870
C 2.320 -0.245 1.091
H -1.905 0.797 -2.670
H -1.949 0.748 -0.837
H -2.280 -0.820 -1.926
H 0.559 0.336 -1.808
H -0.056 -1.309 -2.252
H -1.001 -1.436 0.039
H -2.331 1.151 -0.103
H -0.024 1.408 0.463
H -1.028 0.521 1.536
H 0.566 -0.605 2.546
H 0.954 1.116 2.332
H 1.893 -0.299 0.113
H 3.134 0.426 1.310
H 2.545 -1.325 1.215
*
```

Löwdin population analysis, charges in e, atoms 1 to 5: -0.02, -0.19, 0.07, -0.23, -0.16

Most stable pick: run a. Distance to second place: 0.1118 hartree.